[1]
Entry from the Open Molecules 2025 dataset: a 2-piece molecular cluster, C30H62BIN2O7 overall at a distorted geometry (ωB97M-V/def2-TZVPD).

Frontier orbital gap, eV: 3.206
HOMO, eV: -5.50

Positions of all 103 atoms, in Å:
C -5.90432 -7.34195 6.04159
C -6.42323 -6.57468 4.78950
C -5.39242 -5.48812 4.36949
C -4.29202 -6.05143 3.43260
C -4.54418 -5.61130 1.96851
C -3.32160 -6.04852 1.10025
C -2.49611 -4.78428 0.67038
C -2.48741 -4.68056 -0.88335
C -1.86512 -3.30029 -1.27664
C -0.31982 -3.47616 -1.32436
C 0.43649 -2.28453 -1.93252
C 0.99776 -1.27269 -0.91907
I -0.52159 -0.24383 0.33120
O 1.66434 -1.99146 0.02707
B 3.13949 -1.86178 -0.18524
C 4.00681 -1.36288 1.11174
C 3.51270 -1.92921 2.45408
C 4.09597 -1.12722 3.66672
C 3.05327 -0.86446 4.76775
N 3.46165 0.33979 5.52409
C 2.78732 0.40478 6.79480
C 1.77898 1.51200 7.02193
O 3.03211 -0.38156 7.63257
O 3.23260 -0.91909 -1.31768
C 2.05340 -0.25290 -1.60139
C 1.84280 0.02741 -3.07231
C 0.44844 0.71142 -3.32428
C 0.55369 2.10566 -3.98489
C -0.00800 3.27839 -3.14221
O -0.10982 3.00694 -1.73889
C 0.18819 4.07089 -0.96519
O 0.12305 3.97258 0.18161
O 2.10931 0.88782 -0.71527
C 2.87397 1.94340 -1.23796
C 3.32605 2.93632 -0.15069
H -5.65700 -8.38580 5.83586
H -5.04306 -6.85024 6.50279
H -6.69573 -7.30470 6.80130
H -6.52607 -7.28035 3.95827
H -7.36736 -6.06397 4.99508
H -5.93255 -4.65482 3.90419
H -4.89434 -5.08787 5.26111
H -4.26173 -7.14676 3.44147
H -3.31646 -5.65414 3.73462
H -5.42955 -6.11539 1.55447
H -4.73833 -4.53646 1.92501
H -2.63559 -6.68868 1.66222
H -3.67597 -6.54852 0.19507
H -1.45393 -4.87502 0.98920
H -2.91060 -3.84439 1.04344
H -1.81655 -5.46067 -1.26569
H -3.48697 -4.81256 -1.31361
H -2.05146 -2.59029 -0.46628
H -2.26623 -2.91382 -2.22030
H 0.04073 -3.77324 -0.33846
H -0.14610 -4.33467 -1.99233
H 1.30705 -2.68615 -2.46966
H -0.19402 -1.79575 -2.69061
H 3.47991 -3.01780 -0.43980
H 5.03399 -1.73359 0.95983
H 4.03815 -0.25942 1.08610
H 2.42025 -1.98522 2.51400
H 3.92794 -2.93954 2.56230
H 4.57929 -0.21044 3.31499
H 4.89505 -1.72688 4.13305
H 2.93109 -1.73128 5.43446
H 2.07901 -0.72102 4.28015
H 4.46724 0.34402 5.65662
H 0.83195 1.29784 6.51727
H 2.18155 2.45757 6.64974
H 1.60768 1.57004 8.09871
H 1.87729 -0.90015 -3.64420
H 2.63703 0.64858 -3.49923
H -0.04652 0.05988 -4.05568
H -0.17835 0.68493 -2.42973
H 1.58113 2.32923 -4.29394
H -0.03413 2.09327 -4.91291
H 0.64330 4.14996 -3.30279
H -1.00542 3.54100 -3.52429
H 0.46999 5.02509 -1.45210
H 3.77497 1.50910 -1.70276
H 2.33287 2.49040 -2.03069
H 4.38404 2.76659 0.06333
H 2.69453 2.93900 0.73871
H 3.27349 3.94677 -0.59079
C 0.21226 8.98357 -6.00420
C 1.15223 8.18059 -5.11586
C 0.83867 6.68680 -5.04497
O -0.30854 6.45895 -4.25142
C -1.54768 6.42927 -4.97124
N 1.03379 8.69688 -3.70611
H -0.77209 9.11678 -5.55435
H 0.61777 9.98129 -6.18571
H 0.08723 8.49711 -6.96952
H 2.18273 8.33931 -5.43506
H 1.66615 6.18500 -4.53225
H 0.75671 6.23406 -6.03460
H -1.41153 6.12677 -6.01020
H -2.02697 7.40900 -4.92942
H -2.20404 5.71640 -4.47632
H 1.03367 9.71609 -3.64896
H 1.77975 8.33484 -3.10644
H 0.15167 8.33515 -3.31484

Cartesian forces (eV/Å) of the 3 atoms listed first:
C -0.8 0.3 0.1
C 1.3 0.4 0.3
C 0.0 -0.7 0.1



[2]
Entry from the Open Molecules 2025 dataset: a 2-piece molecular cluster, C6H8O2 overall at a distorted geometry (ωB97M-V/def2-TZVPD).

Frontier orbital gap, eV: 9.456
HOMO, eV: -8.60
SMILES: Oc1ccccc1.O
ΔE to the lowest compared entry with this formula, charge and spin, kcal/mol: 11.8

Positions of all 16 atoms, in Å:
O 1.07010 0.72961 2.10360
C 0.58539 0.00886 1.03987
C 1.35053 -0.26016 -0.08056
C 0.72122 -0.68633 -1.25454
C -0.58188 -1.14385 -1.18133
C -1.28526 -1.07166 0.02037
C -0.74881 -0.38719 1.11162
H 1.98073 0.99201 1.90604
H 2.42899 -0.32829 -0.00213
H 1.27533 -0.74990 -2.18154
H -1.10558 -1.65213 -1.97809
H -2.30933 -1.39254 0.12814
H -1.36559 -0.12977 1.96821
O -0.91240 1.77281 -1.46480
H -1.41792 1.25669 -0.81244
H -1.18017 2.68419 -1.28295

Cartesian forces (eV/Å) of the 3 atoms listed first:
O 0.4 -0.4 -0.1
C -0.5 0.4 0.6
C -0.1 -0.5 -0.5



[3]
Entry from the Open Molecules 2025 dataset: C17H41AsBr3F6NiO20S6 as an isolated structure at a distorted geometry (ωB97M-V/def2-TZVPD).

⟨S²⟩: 2.0027
Frontier orbital gap (spin up / spin down), eV: 7.613 / 5.961
HOMO (spin up / spin down), eV: -11.49 / -11.49
ΔE to the lowest compared entry with this formula, charge and spin, kcal/mol: 0.0
Total charge: +1
2S+1: 3

Positions of all 95 atoms, in Å:
Ni 1.93446 1.27861 0.44639
As -1.71861 0.50343 0.96874
F -1.15932 0.97698 2.57573
F -1.77875 -1.14210 1.56170
F -2.17038 0.09573 -0.66803
F -1.37170 2.16251 0.46450
F 0.03030 0.23661 0.40600
F -3.37292 0.92020 1.35406
O 1.22703 2.86979 1.49378
S 0.96534 3.94530 2.48350
O 1.69248 3.97307 3.75325
O 1.27275 5.34773 1.66831
C 1.14215 5.30917 0.30386
C 0.84098 6.65498 -0.39859
C -0.76752 4.12186 2.74384
H 0.25155 4.77879 -0.04900
H 2.06437 4.92336 -0.13637
H 0.83593 6.36701 -1.45198
H 1.57915 7.45259 -0.30491
H -0.11734 7.14645 -0.22856
H -1.12865 5.04784 3.18210
H -0.95918 3.24304 3.36447
H -1.30982 3.92463 1.81846
O 2.27482 -0.74320 -0.34669
S 2.84096 -2.05083 -0.70766
O 1.97107 -3.11112 -1.08562
O 3.87488 -1.70104 -1.96938
C 5.12733 -1.06177 -1.66330
C 6.29680 -1.97387 -1.82657
C 3.99180 -2.64587 0.66344
H 5.09400 -0.58351 -0.67977
H 5.17156 -0.20005 -2.33197
H 7.20118 -1.58787 -1.35334
H 6.58233 -2.06046 -2.87555
H 6.14700 -2.98230 -1.44323
H 3.39535 -3.23373 1.36373
H 4.38926 -1.81499 1.24237
H 4.74436 -3.35328 0.32172
O 1.08592 -1.79900 2.69239
S 1.69251 -0.63723 3.23097
O 2.21122 0.36672 2.25614
O 0.78024 0.14045 4.30041
C 0.04035 -0.66699 5.21934
C -0.84917 0.35019 5.94686
C 3.11720 -1.04725 4.29237
H 0.66253 -1.34896 5.80216
H -0.59520 -1.35680 4.65872
H -1.18399 1.16209 5.30194
H -0.38143 0.90231 6.76293
H -1.73753 -0.15455 6.32490
H 3.70903 -0.14656 4.46138
H 3.79652 -1.56365 3.61231
H 2.86811 -1.53920 5.22661
O 1.09038 1.98588 -1.21744
S 0.70092 1.88302 -2.62126
O -0.40058 0.95959 -2.97207
O 0.54409 3.35457 -3.23284
C -0.66834 4.13515 -3.10463
C -1.73934 3.66923 -4.11674
C 2.20790 1.39960 -3.50588
H -0.46493 5.19161 -3.25794
H -1.01170 3.94853 -2.08543
H -1.44718 4.00613 -5.11095
H -2.70129 4.10258 -3.84446
H -1.86689 2.58885 -4.14572
H 1.95795 1.16840 -4.53877
H 2.75278 0.59024 -3.02577
H 2.77060 2.33321 -3.46716
C -5.35540 -1.59608 0.32890
Br -6.13639 -3.08383 -0.71012
Br -5.86765 -1.29071 2.21887
Br -5.55565 0.03280 -0.80510
H -4.28681 -1.75280 0.42845
C -1.79495 -4.19572 1.90495
C -1.54580 -4.09892 0.36078
O -1.57767 -5.40392 -0.18344
S -2.23487 -6.42594 0.95160
O -1.59643 -7.72375 0.92977
O -3.65754 -6.37296 0.71513
O -1.73900 -5.55818 2.16599
H -2.76635 -3.73719 2.09536
H -1.07255 -3.60429 2.46421
H -0.63909 -3.61115 0.00725
H -2.43068 -3.63996 -0.08852
C -3.22609 -0.93351 -4.11355
C -2.91765 -1.99396 -3.02903
O -3.34828 -3.27791 -3.47073
S -3.70363 -3.21477 -5.06173
O -4.85681 -4.05159 -5.30675
O -2.54828 -3.46264 -5.84884
O -4.02571 -1.60837 -5.06481
H -2.38040 -0.56641 -4.69987
H -3.58683 -0.03108 -3.61803
H -3.34905 -1.81186 -2.04936
H -1.82611 -1.99715 -3.02321

Cartesian forces (eV/Å) of the 3 atoms listed first:
Ni -2.4 -1.5 0.7
As -0.2 1.0 -0.3
F -0.1 -0.3 -0.8



[4]
Entry from the Open Molecules 2025 dataset: C13H23ClNPRu as an isolated structure at a distorted geometry (ωB97M-V/def2-TZVPD).

⟨S²⟩: 6.0254
Frontier orbital gap (spin up / spin down), eV: 7.477 / 6.206
HOMO (spin up / spin down), eV: -15.64 / -15.75
ΔE to the lowest compared entry with this formula, charge and spin, kcal/mol: 0.0
Total charge: +2
2S+1: 5

Positions of all 40 atoms, in Å:
C -2.93935 0.19077 -2.25977
C -2.65411 -0.97296 -1.56939
C -1.70434 -0.99082 -0.51892
C -1.14740 0.22801 -0.09309
C -1.38662 1.39146 -0.85013
C -2.31076 1.36990 -1.89711
C -1.49052 -2.32467 0.09620
C -0.11287 -3.12721 0.18245
N 1.21281 -2.74130 -0.31178
Ru -0.59155 0.76365 1.90347
C -0.70378 2.64905 -0.39863
P 0.71604 2.02460 0.67997
H -3.17933 -1.89686 -1.81281
H -2.55136 2.28944 -2.44836
H -3.66254 0.14475 -3.07802
H -1.35293 3.22561 0.27677
H -0.36549 3.29253 -1.21695
H -1.91258 -2.30661 1.11442
H -2.15393 -3.00595 -0.45576
H -0.02260 -3.37049 1.25208
C 1.34864 3.31273 1.77046
C 2.13556 1.82612 -0.49692
H -0.32709 -4.08832 -0.34078
C 1.39598 -1.81248 -1.43562
C 2.19598 -2.57797 0.79621
H -1.49565 1.80652 2.97785
H 1.83303 -2.38464 -2.29370
H 0.44078 -1.32460 -1.78722
H 2.11878 -1.01757 -1.16339
H 2.89991 -3.42817 0.76259
H 2.77487 -1.62261 0.66222
H 1.71487 -2.53416 1.79970
H 2.53259 2.77703 -0.91169
H 2.96009 1.36323 0.06948
H 1.90228 1.17335 -1.35709
H 1.48453 4.27890 1.26813
H 0.62521 3.38950 2.59468
H 2.31380 2.92547 2.13639
H -0.67144 1.99710 3.05144
Cl 0.13048 -0.89234 3.30262

Cartesian forces (eV/Å) of the 3 atoms listed first:
C -0.3 -0.1 0.0
C 0.7 0.0 0.5
C -0.4 0.1 -0.5